# 1
A 2-piece molecular cluster, C3H6N3S3 overall in a non-equilibrium geometry. Source: the OMol25 dataset; level of theory: ωB97M-V with the def2-TZVPD basis set.

Element x y z (Å)
H -0.13501 2.11261 0.84465
S 6.87245 -0.19726 0.25425
H -1.11708 0.77461 1.49807
H 7.89670 0.44329 -0.33241
N -0.64388 1.23907 0.74065
C -2.95843 -0.83697 0.95343
S -3.76610 -1.33235 -1.50416
H -1.20805 -0.57619 -1.86192
S 0.60735 1.05518 -1.56275
H 6.96554 0.37447 1.43841
H -4.67241 -1.64572 -0.69466
C -0.48617 0.64946 -0.43165
C -2.53328 -0.76670 -0.40670
N -3.47297 -0.93222 1.97796
N -1.34868 -0.36128 -0.91317

Output
- ⟨S²⟩: 2.0161
- Frontier orbital gap (spin up / spin down): 7.15 / 3.25 eV
- Charge: +1
- HOMO energy (spin up / spin down): -0.4287 / -0.4287 Eh
- Relative energy (zero: lowest compared OMol25 entry of this formula, charge and spin): 0.00 kJ/mol
- 2S+1: 3
- DFT total energy: -40173.6480 eV

***

# 2
C4H16F2O4V as an isolated structure in a non-equilibrium geometry. Source: the OMol25 dataset; level of theory: ωB97M-V with the def2-TZVPD basis set.

Element x y z (Å)
F -0.38701 -0.34738 0.02232
H 1.68269 -3.71405 -2.20669
F -2.11764 -1.15651 2.27293
C 0.03770 2.75487 -0.04661
H -3.53423 -0.90102 -3.46390
H 1.83333 0.64321 3.99667
H 1.23349 -3.56112 -0.57273
H -0.32790 3.19871 1.81707
H -2.43315 -1.99971 -2.68750
H 0.94788 3.35072 -0.11466
H -3.90337 -1.39749 -1.85759
H 2.14122 0.98683 1.19816
O 1.58905 0.80245 1.96152
O -2.36041 0.02610 -2.03721
H 2.59153 2.12769 3.22943
O -0.24763 2.40010 1.29040
H 0.23070 1.87716 -0.66344
H -0.77675 3.28579 -0.53945
H 0.84798 -1.16370 -1.02598
C -3.06829 -1.13265 -2.50612
H -1.64193 -0.18917 -1.43800
O 1.47543 -1.70514 -1.51048
H 0.01410 -3.09145 -1.77026
H 3.34415 0.57524 3.06217
C 1.08048 -3.09190 -1.54459
V -0.62463 0.35940 1.98661
C 2.37311 1.06292 3.14780

Output
- ⟨S²⟩: 6.0107
- Frontier orbital gap (spin up / spin down): 8.92 / 3.33 eV
- Charge: +1
- HOMO energy (spin up / spin down): -0.4455 / -0.4668 Eh
- Relative energy (zero: lowest compared OMol25 entry of this formula, charge and spin): 136.19 kJ/mol
- 2S+1: 5
- DFT total energy: -43709.6341 eV

***

# 3
C26H38AsF16IrN3SbSi3 as an isolated structure in a non-equilibrium geometry. Source: the OMol25 dataset; level of theory: ωB97M-V with the def2-TZVPD basis set.

Element x y z (Å)
F -4.44981 -2.42409 -1.66556
H -2.17699 -0.30385 4.22010
C 1.84966 2.37683 2.96455
F 1.46247 -2.93419 4.36767
H -1.91994 3.11028 1.98217
H 2.69750 3.79169 -2.00747
F 3.56267 -4.44462 3.88903
C 3.02593 2.99484 -2.66893
H 4.03514 3.24948 -2.98625
H -3.27835 2.15203 -0.98415
H 0.32119 -0.50416 4.32862
C 2.11185 -2.74345 3.21847
C 3.21553 -3.55150 2.98032
C 4.20155 1.29177 -0.30674
F 5.02427 -4.18440 1.59170
N -2.21952 -0.83394 -0.58167
C -3.25786 -0.04189 1.50547
C 1.65792 -1.77556 2.27889
H -1.06468 4.98173 -3.36468
H 2.04936 -0.07220 -3.67871
C 2.84209 -0.22005 -2.94919
C -2.77469 3.06961 -1.26864
F 1.61085 -4.63787 0.47421
H 0.54770 4.32941 -3.25936
C -2.87248 -2.18871 2.53742
H 1.68275 5.51981 1.75451
C -1.01600 -1.62188 -2.48138
N 0.52086 -1.04791 2.31041
F 0.54511 -2.64768 -0.44439
F -1.69066 -3.68740 -0.15263
F -0.02947 -0.72633 -2.17715
H -3.49037 3.66478 -1.82965
C 3.62456 -2.41133 0.91369
N -2.27605 -0.90311 2.17802
F -0.61772 -5.84674 0.70031
H -0.53057 1.68894 -4.49625
H -3.26732 -2.68846 1.65579
C -1.57332 -0.27880 3.30757
H 1.95927 4.72254 0.21891
C 3.98120 -3.41367 1.81844
H -3.68077 -2.04705 3.26219
F -4.01438 -4.10224 -3.64582
H -0.21694 5.02766 -1.83909
C -0.25163 -1.00888 3.54181
H -4.08246 0.13358 -0.50746
H 4.80849 0.39027 -0.29526
H 2.88076 2.57157 2.68236
H 2.41318 3.01187 -3.56495
H -1.37231 0.76553 3.04812
H 3.75199 -0.43002 -3.50851
H 0.39650 5.44263 0.57558
C -3.23118 -2.42739 -2.21316
C -1.40621 1.63903 -3.85292
H -2.86962 0.98243 1.48037
Si -1.22043 2.75910 -2.32609
H -1.58405 0.59744 -3.59935
H -2.53656 3.62975 -0.36790
C -3.48905 -0.57413 0.08633
H 4.88079 2.13927 -0.33301
Si 0.61412 3.26408 1.81356
H 1.72501 2.73244 3.98524
H -2.25557 1.97716 -4.44449
F 0.02466 -4.78817 -1.53812
F 0.36282 -2.41248 -4.18670
C -1.11607 3.48931 2.60871
C 1.22314 4.88080 1.00273
H -4.09427 -1.47942 0.16849
H 2.61101 -1.11704 -2.38009
F 4.35981 -2.15770 -0.17005
H 3.64889 1.32708 0.62701
C -0.79478 -2.47887 -3.53797
F -1.60565 -4.21493 -4.91541
F -0.24863 -3.58591 1.72469
C -1.79898 -3.36850 -3.92714
Ir -0.68276 -0.92485 0.70477
Sb 0.29978 1.47881 -0.30684
H -2.13664 -2.85965 2.97046
H -1.18368 2.99702 3.57571
As -0.06107 -4.37317 0.12156
C -3.02597 -3.31399 -3.26078
H 1.70435 1.29829 2.96439
C -2.20197 -1.58410 -1.70603
Si 3.09226 1.28293 -1.84366
H -1.32012 4.54246 2.78679
H -0.46077 -2.02204 3.89687
C -0.38883 4.42241 -2.72240
H -4.21297 -0.03602 2.04409
F 2.20939 -0.64868 0.26631
C 2.51374 -1.63761 1.16162

Output
- Frontier orbital gap (spin up / spin down): 4.60 / 5.00 eV
- Charge: +2
- HOMO energy (spin up / spin down): -0.4866 / -0.4954 Eh
- Relative energy (zero: lowest compared OMol25 entry of this formula, charge and spin): 244.46 kJ/mol
- DFT total energy: -169362.3909 eV

***

# 4
One molecule with the formula C7H11F in a non-equilibrium geometry. Source: the OMol25 dataset; level of theory: ωB97M-V with the def2-TZVPD basis set.

Element x y z (Å)
H 2.51820 -0.92996 -0.30020
C -1.34052 -0.99123 -0.68776
H -0.05561 2.86398 0.30873
H 0.13023 -0.54882 1.38549
C 0.08323 -0.51244 -0.74252
H 1.13849 1.27374 -0.90632
C 0.82490 -0.21089 0.58188
H -1.64930 -1.54905 1.33316
H -1.77245 -0.86505 -1.73035
H 0.61417 -1.10803 -1.59216
H -1.09834 2.44175 -1.04388
C -2.01970 -1.38619 0.32895
C 0.37067 0.88577 -0.31477
H -1.51763 1.67251 0.52226
C -0.70455 1.95288 -0.17043
H 2.62732 -1.26974 1.35686
F -3.33141 -1.70886 0.15750
H 2.86876 0.45858 0.83867
C 2.31353 -0.46893 0.67489

Output
- Frontier orbital gap: 10.29 eV
- HOMO energy: -0.3374 Eh
- Relative energy (zero: lowest compared OMol25 entry of this formula, charge and spin): 200.20 kJ/mol
- SMILES: C[C@@H]1C(/C=C/F)[C@H]1C
- DFT total energy: -10152.3276 eV

***

# 5
C25H44CaCsFN4O18P2S as an isolated structure in a non-equilibrium geometry. Source: the OMol25 dataset; level of theory: ωB97M-V with the def2-TZVPD basis set.

Element x y z (Å)
C 2.37110 -1.53034 0.13601
H 2.85038 -4.20701 -1.97232
H 0.47366 -1.18754 3.79825
H -4.89669 2.60792 2.11321
O -3.64165 8.57449 -4.48501
N 1.02629 -3.30675 -1.39371
O 2.40262 3.80959 1.88547
H 4.97821 -6.27578 0.65952
H -1.30720 -6.06864 0.77336
O -4.62178 10.05819 -2.51906
O 1.71824 2.68625 -0.27469
N -1.05239 -3.03213 -1.31284
C -2.42922 -2.57741 -1.53294
S 5.84052 -7.50626 -1.19800
H -4.15093 5.99211 -4.27837
H 2.73831 2.64585 3.64009
C -5.85299 6.94468 -1.36127
H 5.33076 1.01747 3.84018
O -2.53757 -1.80483 -2.70055
H 5.04034 -8.03268 0.99487
H -3.96995 2.59940 -1.37266
H -6.03543 8.92495 -0.61616
N 4.45358 0.81985 0.39880
H 7.47240 -8.11347 0.46415
C -3.01876 3.92744 0.65163
O -3.15378 -4.46856 0.74464
H 1.22689 -4.71271 0.23681
H 8.21347 -7.50716 -1.03021
C 5.19907 2.49232 2.26333
H -0.81270 -2.39923 3.66857
O -1.91730 -1.19103 1.54508
C -2.67361 -0.44068 -2.39914
H 6.27819 2.64417 2.21054
O 0.98925 5.00427 0.23779
P -1.71266 -4.73049 0.90873
C -0.55286 -1.35513 3.48544
O -0.23017 -6.87803 -1.24978
H -5.17202 1.26562 0.98108
H 5.14246 2.67185 4.40717
O -6.55864 6.35338 -0.41156
H -3.07771 -3.44203 -1.56104
H -1.26883 -4.31340 2.18123
H -1.20950 -0.72251 4.08140
C 0.59976 -4.09243 -0.36732
H 1.81075 -2.05465 0.90308
C -0.70977 -3.88644 -0.33529
H 7.49305 -6.35859 0.11291
H -2.00724 4.08706 0.27203
H 3.76311 -7.36134 -0.05071
H 1.62436 -1.11362 -0.52915
H -2.90311 0.10557 -3.30096
C -4.32763 7.96870 -3.52351
C 4.80665 -7.27183 0.24922
C 7.41009 -7.35707 -0.31979
C -3.43796 2.48821 0.52991
H -2.70950 -1.96829 -0.65328
C -4.86324 8.86671 -2.44435
H -4.80396 6.02295 2.46334
C -4.84445 2.30919 1.06774
C -0.72745 -1.03105 2.01637
C 3.19896 -2.58353 -0.55135
P 1.27378 3.63404 0.86264
H -2.74821 1.83469 1.09320
O 1.90193 -6.49740 -1.23633
H 2.62945 -2.60355 -2.58065
H 2.92757 -0.72196 0.57103
C -5.64287 8.26868 -1.37881
H -1.71094 -0.05051 -1.99052
H -3.64104 9.52186 -4.24863
F 3.57360 -3.55567 0.35789
H 2.93708 0.97681 3.11416
O -3.87572 5.92646 2.72104
C 0.04730 -2.70139 -1.95627
O 0.26500 -0.62828 1.38876
H -3.51363 -0.29038 -1.72202
O 5.70966 -8.92379 -1.62287
H -3.69113 4.56201 0.06616
H -6.55258 5.40214 -0.62018
H -5.54683 2.91538 0.49295
Ca -1.65185 0.30584 0.00151
C 4.80534 1.54536 1.22473
C -5.29524 6.04385 -2.42874
C 4.80562 1.95848 3.65183
Cs 9.49415 -7.48105 -2.64209
H 3.08196 1.38032 4.82048
H 4.71058 3.44712 2.06341
C 3.30417 1.73164 3.81085
O 0.75949 -6.20237 -3.04824
H 4.09542 -2.11127 -0.94522
N 0.81030 -6.53228 -1.85442
O -3.37390 2.04378 -0.85699
O 0.02118 3.03834 1.52591
H -3.05822 4.26257 1.69859
C -4.53380 6.64649 -3.50838
H 0.12672 -2.04476 -2.79612
C 2.45469 -3.23160 -1.71500
O -5.50645 4.84548 -2.35052

Output
- Frontier orbital gap: 0.98 eV
- Charge: -2
- HOMO energy: 0.0026 Eh
- DFT total energy: -120561.2105 eV

***

Question: Look up the DFT total energy of the fourth one.
Answer: -10152.3276 eV

***

Copy entry 4 word for word.
One molecule with the formula C7H11F in a non-equilibrium geometry. Source: the OMol25 dataset; level of theory: ωB97M-V with the def2-TZVPD basis set.

Element x y z (Å)
H 2.51820 -0.92996 -0.30020
C -1.34052 -0.99123 -0.68776
H -0.05561 2.86398 0.30873
H 0.13023 -0.54882 1.38549
C 0.08323 -0.51244 -0.74252
H 1.13849 1.27374 -0.90632
C 0.82490 -0.21089 0.58188
H -1.64930 -1.54905 1.33316
H -1.77245 -0.86505 -1.73035
H 0.61417 -1.10803 -1.59216
H -1.09834 2.44175 -1.04388
C -2.01970 -1.38619 0.32895
C 0.37067 0.88577 -0.31477
H -1.51763 1.67251 0.52226
C -0.70455 1.95288 -0.17043
H 2.62732 -1.26974 1.35686
F -3.33141 -1.70886 0.15750
H 2.86876 0.45858 0.83867
C 2.31353 -0.46893 0.67489

Output
- Frontier orbital gap: 10.29 eV
- HOMO energy: -0.3374 Eh
- Relative energy (zero: lowest compared OMol25 entry of this formula, charge and spin): 200.20 kJ/mol
- SMILES: C[C@@H]1C(/C=C/F)[C@H]1C
- DFT total energy: -10152.3276 eV

***

Question: The lowest DFT total energy belongs to which entry?
Answer: C26H38AsF16IrN3SbSi3